Here is a structure of composition C28H19N9O4ReS from OMol25. Energies are from wB97M-V/def2-TZVPD.

## Properties
gap between HOMO and LUMO (alpha / beta): 7.28 / 6.85 eV
F_max: 0.655 eV/A
multiplicity: 4
total energy: -63910.0328 eV

CARTESIAN COORDINATES (ANGSTROEM)
Re  -0.739  0.230  -0.206
O  1.131  -0.346  0.208
C  2.116  -0.054  -0.645
C  3.359  0.304  -0.111
C  4.409  0.625  -0.944
C  4.268  0.579  -2.336
C  3.061  0.193  -2.871
C  1.965  -0.112  -2.047
C  0.767  -0.668  -2.642
N  -0.349  -0.717  -2.012
N  -1.365  -1.555  -2.476
C  -2.090  -1.877  -1.447
O  -1.850  -1.423  -0.228
C  -3.233  -2.800  -1.593
C  -3.591  -3.292  -2.846
C  -4.671  -4.150  -2.962
C  -5.392  -4.521  -1.833
C  -5.037  -4.028  -0.585
C  -3.958  -3.165  -0.463
H  3.457  0.322  0.968
H  5.359  0.910  -0.511
H  5.101  0.823  -2.980
H  2.938  0.115  -3.945
H  0.810  -1.158  -3.612
H  -3.025  -2.990  -3.717
H  -4.955  -4.528  -3.935
H  -6.236  -5.191  -1.928
H  -5.601  -4.312  0.293
H  -3.673  -2.766  0.501
N  4.702  -0.968  4.237
C  3.373  -0.635  4.047
C  2.509  -1.523  3.396
C  1.197  -1.171  3.158
C  0.732  0.074  3.570
C  1.574  0.962  4.232
C  2.888  0.609  4.464
S  -0.902  0.544  3.190
O  -1.683  -0.638  2.976
O  -1.305  1.578  4.085
N  -0.797  1.190  1.655
C  0.016  2.235  1.309
N  0.571  3.142  2.095
C  1.291  4.067  1.465
C  1.486  4.105  0.088
C  0.923  3.087  -0.649
N  0.198  2.159  -0.033
H  4.937  -1.945  4.192
H  5.201  -0.461  4.947
H  2.877  -2.490  3.076
H  0.527  -1.854  2.654
H  1.188  1.918  4.560
H  3.550  1.293  4.982
H  1.746  4.820  2.100
H  2.068  4.881  -0.384
H  1.049  2.990  -1.720
N  -2.311  1.116  -1.086
C  -2.767  1.762  -1.950
C  -3.297  2.514  -2.955
C  -3.496  3.913  -2.766
N  -3.655  5.043  -2.615
C  -3.578  1.875  -4.201
N  -3.789  1.361  -5.210